1.
7
Properties=species:S:1:pos:R:3:forces:R:3:nbo_charge:R:1 method="wB97M-V/def2-TZVPD" de_lowest_ev=2.7782 spin_multiplicity=3 homo_energy_ev="-7.6 / -11.0" homo_lumo_gap_ha="0.321 / 0.375" s_squared=2.008
C -0.2654 0.9526 -0.3556 0.0 -3.5 -0.5 0.120
H 0.4452 -1.1275 -0.5076 0.5 -0.4 1.0 0.215
H -0.2072 1.8243 0.2017 0.1 1.4 1.1 0.167
H -0.8185 -0.7867 0.9437 1.7 -0.1 -0.8 0.210
N -1.5244 -0.6790 -0.9887 1.9 2.1 1.0 0.051
O -1.3595 0.7243 -1.1171 -3.7 2.4 -3.5 -0.384
C -0.3403 -0.5238 -0.0640 -0.6 -2.0 1.7 -0.378

=====

2.
20
Properties=species:S:1:pos:R:3:forces:R:3:nbo_charge:R:1 method="wB97M-V/def2-TZVPD" de_lowest_ev=0.6990 charge=+1 homo_energy_ev=-14.2 homo_lumo_gap_ha=0.409
H 1.9485 0.4817 -1.3543 0.0 0.1 0.1 0.426
N 1.4986 -1.5258 0.1224 0.3 0.0 0.2 -0.758
N -1.0992 1.3234 -0.9578 -0.4 0.4 -0.2 -0.428
H 0.7101 0.6440 2.4789 -0.1 0.0 0.0 0.234
H 0.4646 2.3734 -1.7104 0.3 0.1 -0.1 0.224
C 0.1250 1.4858 -1.2031 0.2 -0.1 -0.2 0.281
H 0.2529 1.8476 1.2666 0.0 0.0 0.1 0.226
H -1.1951 -1.9389 -0.8546 0.0 0.1 -0.1 0.405
H -2.4948 0.0254 -0.1397 0.1 -0.1 0.0 0.229
C 0.6451 -0.5321 -0.0924 0.6 -0.2 -0.1 0.595
C -1.4217 0.0862 -0.3147 -0.2 -0.4 0.4 0.079
C -0.0913 0.9717 1.8157 -0.1 -0.1 -0.1 -0.621
H -0.7896 -1.0334 1.4500 0.0 -0.2 -0.1 0.236
N 1.0821 0.5403 -0.8394 0.4 0.2 0.0 -0.640
H 1.3024 -2.2370 0.8069 0.0 0.1 0.0 0.426
H 2.2914 -1.6738 -0.4818 0.0 0.0 0.1 0.415
N -0.8373 -1.0298 -1.1431 -1.2 -0.2 0.0 -0.724
H -0.9735 -0.9076 -2.1451 0.0 0.0 0.1 0.417
C -0.4697 -0.1646 0.8761 0.0 0.3 -0.1 -0.271
H -0.9486 1.2634 2.4199 0.0 0.0 0.0 0.248

=====

3.
13
Properties=species:S:1:pos:R:3:forces:R:3:nbo_charge:R:1 method="wB97M-V/def2-TZVPD" de_lowest_ev=4.4869 homo_energy_ev="-8.0 / -7.4" homo_lumo_gap_ha="0.309 / 0.286"
H -1.3928 1.8263 0.5845 0.0 0.0 -0.2 0.237
C 0.1600 0.3840 -0.0127 -1.1 -0.2 0.8 0.307
H -1.3359 1.5706 -1.1814 0.0 -0.1 0.0 0.234
C 2.3547 -0.0995 -0.0925 0.7 -0.4 0.3 -0.169
H 3.2689 0.0532 -0.6397 0.0 0.1 0.0 0.173
C -1.7709 -0.2778 0.0454 -0.5 -0.2 0.0 0.627
H 2.3341 -0.4329 0.9349 0.1 -0.3 -0.1 0.159
C -0.4095 -0.9651 0.2779 0.0 -0.2 -0.2 -0.596
H -0.2986 -1.4557 1.2526 0.0 0.2 -0.1 0.237
O -2.9044 -0.6662 0.0537 0.6 0.2 0.0 -0.500
O 1.3345 0.6659 -0.4646 0.6 0.8 -0.8 -0.377
H -0.1113 -1.6993 -0.4994 -0.2 0.1 0.2 0.239
C -1.1326 1.1091 -0.2076 0.0 0.0 0.0 -0.571

=====

4.
42
Properties=species:S:1:pos:R:3:forces:R:3:nbo_charge:R:1 method="wB97M-V/def2-TZVPD" charge=-1 homo_energy_ev=-2.7 homo_lumo_gap_ha=0.170
C 2.0225 -2.1524 1.5157 -1.2 -0.7 1.2 -0.292
C -0.8883 -0.4787 0.8830 0.1 0.1 -0.1 -0.141
H -3.7489 -1.1114 -2.1437 0.3 0.3 0.0 0.206
C 4.2105 0.8457 -0.7491 0.2 0.2 0.0 -0.224
N 1.4808 -0.7577 1.3504 0.9 -0.6 -1.0 -0.478
F -6.2564 -0.2104 1.8682 0.8 -0.5 -0.4 -0.304
F -3.0745 1.8738 -1.5460 -0.1 -0.4 -0.2 -0.361
C 0.5917 -0.8137 -0.9976 0.7 0.2 0.8 -0.127
C 0.4038 -0.6934 0.4007 -1.0 0.4 -0.6 0.123
C -2.0051 -0.3874 0.0232 0.5 -0.5 -0.3 -0.104
H 4.3994 5.2736 1.9658 0.0 0.1 0.0 0.400
C 3.1239 0.0522 -0.3757 -0.9 -0.5 0.4 -0.242
C -2.9189 -0.4276 -2.3870 0.4 0.1 0.0 -0.474
S 2.2814 -1.0404 -1.5412 -0.2 0.4 -0.1 0.258
H 0.0373 -4.8929 -0.0775 0.1 0.2 0.5 0.232
H -2.8211 1.4251 -3.4975 -0.3 0.1 0.3 0.175
C -3.3735 1.0418 -2.6253 0.1 -0.2 0.0 0.048
H 4.7704 2.3824 2.2684 -0.2 0.1 -0.6 0.310
C 3.2324 0.9246 1.8507 -0.1 -0.2 0.1 -0.245
C 4.3299 1.7301 1.5030 -0.2 -0.5 0.1 -0.150
H -2.5183 -0.7893 -3.3497 -0.2 0.1 0.4 0.227
C -5.5934 0.2996 0.8343 0.1 1.0 -0.8 0.993
C -3.3237 -0.1077 0.7004 0.7 0.1 0.5 0.675
O 4.8875 4.4639 2.1389 0.1 -0.2 0.0 -1.366
H 4.5769 0.8160 -1.7811 -0.2 0.0 0.4 0.210
H 2.8507 0.9579 2.8780 0.1 0.0 -0.4 0.218
H 3.0081 -2.2843 1.0470 -0.5 0.0 -0.2 0.235
O -5.8604 1.3762 0.4092 -0.4 -0.4 0.3 -0.537
C -1.7826 -0.5262 -1.3611 -0.5 -0.3 -0.5 0.004
N -4.5883 -0.5175 0.1776 -0.3 0.5 0.8 -0.709
H -4.7058 -0.2923 -0.8045 0.2 -0.2 0.1 0.402
H -4.4624 1.1187 -2.7753 0.4 0.0 -0.2 0.167
H -1.0020 -0.3854 1.9649 -0.1 0.0 -0.4 0.250
H -0.3248 -0.8291 -2.9478 -0.1 0.1 0.3 0.218
C 4.8248 1.6864 0.1902 -0.4 -0.3 0.5 -0.195
O -3.3189 0.4498 1.7761 -0.3 -0.3 -0.1 -0.562
C 0.5158 -4.1384 0.5193 -0.1 0.2 -0.1 -0.241
C 2.6074 0.0607 0.9390 0.9 1.4 -0.2 0.187
C -0.4925 -0.7381 -1.8724 0.0 0.1 0.7 -0.233
H 5.6783 2.3236 -0.0422 -0.3 -0.2 -0.2 0.240
H 2.1605 -2.3085 2.6006 0.1 0.2 -0.3 0.224
C 1.0659 -3.2195 1.0700 1.1 0.1 -0.6 -0.016

=====

5.
97
Properties=species:S:1:pos:R:3:forces:R:3:lowdin_charge:R:1 method="wB97M-V/def2-TZVPD" homo_energy_ev=-10.0 homo_lumo_gap_ha=0.343
O 3.1651 -0.2265 -5.2920 0.1 -0.2 0.0 -0.068
H 6.6299 -2.1506 -2.4213 0.0 -0.1 0.0 0.079
H -2.7728 5.1622 9.1706 0.2 0.0 -0.2 0.139
C 4.0751 1.9937 -5.1314 0.3 0.1 0.2 -0.059
H 3.0972 2.4176 -4.8792 0.0 0.0 -0.1 0.067
H 4.6665 2.7599 -5.6399 -0.1 0.0 0.1 0.082
C -1.4053 -3.5621 -2.8520 0.7 -0.1 0.1 -0.487
C -0.4962 4.0961 -2.6956 -0.1 0.2 -0.2 -0.056
H -0.5128 -8.8541 -0.0560 0.1 0.0 0.0 0.080
H -0.1077 -5.0523 -3.7472 -0.1 0.0 0.0 0.082
H -3.3604 6.5418 2.9692 0.1 0.0 0.0 0.081
H 3.1153 0.1742 -7.9187 0.1 0.1 0.1 0.080
H -4.5009 3.3524 9.4024 0.0 0.0 -0.1 0.079
H 3.7948 1.8155 -7.8858 -0.1 0.0 0.0 0.080
C 1.4545 2.7062 -1.9396 0.3 -0.1 -0.1 -0.062
C 3.8922 -1.7809 -2.6667 -0.1 0.1 0.2 -0.070
H 0.4186 4.4895 2.9043 -0.1 0.1 0.0 0.077
C 1.9876 -6.6495 0.8865 0.3 0.2 -0.2 -0.057
H -1.4655 -5.7228 -2.8173 0.1 0.1 0.0 0.085
H -0.8935 -1.4611 -2.8695 0.0 -0.1 -0.1 0.070
H 2.2214 1.4685 -7.1358 0.1 0.1 0.1 0.081
H 0.1248 4.9923 -2.7758 -0.1 0.0 0.0 0.081
P -1.8368 -1.3312 2.5328 2.2 -1.0 -0.8 0.579
O -0.5289 1.6958 -2.8519 0.0 -0.3 -0.2 -0.065
H 2.1342 3.5608 -1.9969 0.0 -0.1 0.0 0.082
H -1.0460 6.3250 2.0810 -0.1 -0.2 -0.1 0.138
H -5.1234 5.6729 8.4431 0.0 0.0 -0.1 0.079
H 3.7875 -4.3011 -2.1776 0.0 0.2 0.2 0.087
H 4.4381 -0.8650 -2.9063 -0.1 -0.1 -0.1 0.071
C 4.6548 -2.6273 -1.6596 0.0 -0.1 -0.7 -0.497
H -1.3144 4.1715 -3.4173 0.1 0.0 0.0 0.082
Br -2.3615 -2.1288 4.5988 -0.6 0.4 -1.0 0.231
F -2.3977 1.3974 0.0958 -0.9 -2.8 0.4 -0.054
H 0.2371 -2.4885 -3.7774 0.0 0.0 0.1 0.081
C 3.9223 0.7532 -5.9979 -0.6 0.4 0.0 -0.494
C -4.5397 0.3098 -0.3597 -3.4 -1.5 -1.5 -0.098
N -5.6745 0.2201 -0.7887 6.5 0.7 2.5 0.139
H 5.9208 -3.6294 -3.1062 -0.1 0.1 0.0 0.081
H -2.7766 -2.8139 1.1952 1.2 -0.6 0.2 0.056
H -4.7247 5.1095 6.8053 0.0 -0.1 0.1 0.080
C -4.3129 5.5493 7.7197 0.0 0.3 0.1 -0.067
O 3.9001 -3.8002 -1.3578 -0.1 -0.1 0.3 -0.067
O -2.1552 4.5638 7.3218 0.3 0.1 0.0 -0.066
H -4.2076 -0.9560 1.8446 1.2 1.4 0.0 0.136
H -0.7505 4.0808 4.1509 -0.1 0.1 0.0 0.076
C -3.7085 3.2964 8.6511 0.1 -0.2 0.3 -0.067
C -3.2562 -0.2930 1.8040 -1.8 0.8 0.3 -0.435
H 3.7188 -2.3366 -3.5937 0.2 0.1 0.0 0.080
C -0.3616 4.9074 3.5470 0.3 0.0 -0.1 -0.061
H -0.8952 1.6690 -1.9565 0.1 0.1 -0.2 0.065
C -1.4654 5.5333 2.7089 -0.2 -0.4 0.5 -0.498
C 6.0198 -3.0294 -2.1955 0.3 0.0 0.2 -0.066
H -2.4702 -0.7354 -0.3364 -1.0 1.6 0.8 0.153
H -2.3889 3.8432 2.3872 0.0 0.1 -0.1 0.046
C -3.1994 4.6819 8.2853 -0.4 -0.3 -0.5 -0.501
N -3.8607 1.9125 3.4228 2.3 -5.0 -4.3 0.149
H 2.3741 -5.7108 0.4791 0.0 -0.1 0.0 0.073
H 1.2343 -7.3551 -1.0008 -0.2 0.2 0.0 0.140
O -0.1781 -6.2168 -0.0679 -0.2 0.1 -0.1 -0.080
C 0.8637 -7.1876 0.0149 0.0 -0.1 0.8 -0.494
H 0.0929 5.6437 4.2152 0.0 -0.1 0.0 0.082
H 1.0653 2.6369 -0.9185 -0.1 0.1 -0.1 0.082
C -0.7235 -4.9202 -2.8530 0.0 -0.2 -0.2 -0.062
H 6.5520 -3.6470 -1.4663 0.0 0.1 0.0 0.078
H 4.5645 1.7441 -4.1856 0.0 0.0 -0.1 0.077
H 2.9083 -1.5087 -2.2735 0.1 0.0 0.0 0.073
H 1.0740 -9.2565 0.6345 -0.1 0.0 0.0 0.080
C 3.2288 1.0769 -7.3118 0.1 -0.1 -0.3 -0.063
C -0.3892 -2.4321 -2.8831 -0.1 0.3 -0.1 -0.059
O -2.2127 -3.4368 -1.6833 -0.4 0.3 0.4 -0.073
C -3.0425 0.0981 0.2371 -1.5 1.3 -0.2 -0.210
C 0.3206 2.8379 -2.9441 -0.2 0.2 0.7 -0.502
H -3.0340 5.3210 4.1899 0.1 0.0 0.0 0.067
H -1.6312 -3.5057 -0.9118 0.0 -0.1 -0.2 0.059
H -2.5229 4.1394 6.5339 0.0 0.1 0.2 0.075
H 2.8106 -7.3657 0.9564 0.0 0.1 0.0 0.082
O -2.0157 4.5477 1.8387 0.0 0.0 -0.3 -0.071
O -1.8369 -2.7565 1.5250 -2.3 2.5 0.9 -0.399
H 0.7291 2.8593 -3.9590 -0.2 -0.2 0.0 0.126
C -2.5683 6.1059 3.5847 -0.1 0.3 -0.1 -0.061
H 4.7759 -2.0688 -0.7268 -0.1 -0.2 0.0 0.139
H -0.5131 -6.0615 0.8265 0.1 -0.1 -0.2 0.093
H -0.0884 -5.0380 -1.9709 -0.1 0.1 -0.1 0.057
H -0.9528 4.0753 -1.7006 0.2 0.0 0.0 0.081
H 0.2585 -2.4642 -2.0003 0.0 -0.2 -0.1 0.080
H -3.9304 6.5379 7.4504 0.0 -0.1 0.1 0.079
H -2.0697 -3.4837 -3.7175 -0.1 0.1 0.2 0.139
H -2.8955 2.6802 9.0452 -0.1 0.1 0.0 0.079
H 2.0262 1.7915 -2.1226 0.0 0.1 -0.1 0.071
H 4.9073 0.3218 -6.1987 -0.2 -0.1 0.1 0.140
C -3.5097 1.0145 2.6807 -1.9 2.3 2.6 -0.172
C 0.3016 -8.4852 0.5740 -0.1 -0.2 -0.2 -0.064
H -4.0993 2.7783 7.7690 -0.1 0.1 0.0 0.080
H -2.1800 6.8783 4.2540 -0.1 -0.1 0.0 0.082
H 2.2908 0.1464 -5.1096 0.2 -0.1 0.0 0.092
H 1.6275 -6.4313 1.8975 0.0 -0.2 0.0 0.082
H -0.1170 -8.3308 1.5741 0.2 0.0 0.0 0.081

=====

6.
62
Properties=species:S:1:pos:R:3:forces:R:3:nbo_charge:R:1 method="wB97M-V/def2-TZVPD" de_lowest_ev=0.0000 homo_energy_ev=-9.2 homo_lumo_gap_ha=0.349
H -5.5900 -17.9892 0.0451 -0.1 0.1 -0.2 0.143
C -0.6060 -25.5774 2.1351 -0.3 -0.1 -0.3 0.675
H -5.2862 -19.3371 -2.1087 -0.1 0.0 0.2 0.500
H -4.1130 -23.2388 -2.3266 0.0 0.1 0.0 0.203
H -3.4585 -23.7727 3.5104 0.1 0.0 -0.1 0.210
H -7.7252 -23.0474 -1.2516 -0.1 0.1 0.0 0.214
H -3.0725 -22.5815 7.2415 0.1 0.3 0.1 0.160
H -4.7023 -15.9536 -0.9476 0.0 0.1 0.1 0.213
O -2.4808 -24.2226 8.3079 0.0 0.0 0.0 -0.729
H -2.1019 -21.5554 9.1946 0.1 -0.2 0.1 0.208
H 1.1993 -24.7414 2.9273 0.0 0.2 0.0 0.213
H -0.7977 -27.5830 2.3353 0.2 -0.2 0.2 0.405
H 0.2653 -23.6418 1.8733 0.0 0.0 -0.1 0.250
O -5.5754 -21.0654 -2.8381 -0.2 0.0 0.0 -0.751
N -0.2812 -26.7910 2.6756 -0.3 0.7 -0.3 -0.832
H -6.7475 -29.8264 3.4898 -0.1 0.1 0.0 0.246
H -3.4840 -18.9419 0.8953 0.0 0.2 -0.2 0.206
C -5.7236 -29.5935 3.7570 0.3 -0.4 0.3 -0.719
H -0.6147 -24.2295 6.7597 0.0 0.0 -0.1 0.215
H -5.3030 -24.1067 -1.3761 -0.2 0.1 0.0 0.217
H 0.4632 -26.8553 3.3403 0.0 -0.3 0.1 0.398
C -1.3149 -23.4639 6.4102 0.4 -0.2 0.4 -0.624
H -4.6720 -22.5828 -0.7701 0.1 0.0 -0.1 0.217
H -5.3197 -25.2102 2.7174 -0.1 0.0 -0.3 0.239
C 0.2017 -24.4119 2.6348 0.2 0.0 0.2 -0.718
H -2.9693 -23.9879 9.1031 0.0 0.0 0.0 0.466
O -6.3188 -27.3431 3.2673 0.2 0.2 -0.2 -0.607
C -4.0221 -23.5223 2.6112 0.0 -0.3 0.0 -0.397
C -7.3110 -22.0830 -1.5491 0.2 -0.1 0.1 -0.625
C -2.1364 -23.0165 7.6124 -0.2 -0.4 -0.4 0.094
C -4.9811 -23.1080 -1.6772 0.1 0.0 0.3 -0.632
O -1.5036 -25.4585 1.3158 0.2 -0.1 0.3 -0.630
H -3.5092 -23.9292 1.7428 0.1 0.1 0.0 0.242
H -5.8394 -23.9258 3.7285 0.0 0.4 -0.1 0.217
Cl -4.0167 -21.7521 2.4861 0.0 0.2 0.1 -0.061
C -5.3976 -24.1232 2.7521 0.0 -0.3 0.6 -0.404
C -4.7436 -18.0939 -0.6531 0.1 -0.2 0.4 0.100
C -3.8757 -19.2119 -0.0948 0.1 0.2 0.6 -0.636
H -3.4525 -16.5697 0.1940 -0.4 0.1 0.2 0.201
H -0.9397 -21.2485 7.9442 0.2 -0.1 0.0 0.216
C -6.0796 -22.3336 -2.3899 0.2 -0.4 -0.3 0.103
H -3.2474 -16.7977 -1.5004 -0.2 -0.1 -0.1 0.206
H -3.8438 -26.8813 3.2773 0.0 0.1 0.2 0.402
C -5.4380 -28.1351 3.5298 -0.1 -0.1 0.2 0.677
H -1.9402 -23.8970 5.6313 0.0 0.0 0.0 0.206
H -7.0671 -21.5231 -0.6443 0.1 0.0 0.0 0.216
C -4.0170 -16.7670 -0.7210 0.7 -0.1 -0.1 -0.618
H -6.3726 -22.9268 -3.2682 -0.1 0.2 0.0 0.154
H -0.6685 -22.5887 9.1280 0.2 0.0 -0.1 0.217
C -1.3958 -22.0533 8.5210 -0.6 0.3 0.1 -0.638
H -0.2824 -23.9796 3.5125 0.0 0.0 0.0 0.241
H -3.4180 -28.4068 3.9523 0.0 -0.1 -0.1 0.389
H -5.0447 -30.2324 3.1878 0.0 0.1 -0.1 0.221
H -0.7139 -22.6535 5.9981 -0.2 0.1 -0.1 0.210
Cl -6.5274 -23.6002 1.4992 -0.1 0.0 -0.1 -0.050
N -4.1314 -27.7573 3.6795 -0.1 0.1 -0.2 -0.836
H -3.0118 -19.4140 -0.7299 -0.1 -0.2 -0.1 0.205
O -5.2124 -18.3842 -1.9530 -0.1 0.1 -0.3 -0.752
H -8.0526 -21.5241 -2.1167 0.0 0.0 0.0 0.219
H -4.4639 -20.1052 0.1175 0.1 -0.2 -0.5 0.216
H -5.5668 -29.8465 4.8097 -0.1 0.1 0.0 0.232
H -5.0166 -21.2047 -3.6075 0.1 0.0 0.0 0.477

=====

Number 1: maximum force 5.7 eV Å⁻¹. Number 2: maximum force 1.2 eV Å⁻¹. Number 3: maximum force 1.3 eV Å⁻¹. Number 4: maximum force 1.8 eV Å⁻¹. Number 5: maximum force 7.0 eV Å⁻¹. Number 6: maximum force 0.8 eV Å⁻¹.